Entry 1:
Computed, not measured: 2 unconnected molecules or ions with the total composition C8H12O6, with the ωB97M-V functional and the def2-TZVPD basis.

Cartesian coordinates (Å):
1 O 3.65129 -3.56208 23.25255
2 O 9.65714 0.66909 25.61962
3 O 3.74403 -1.99665 24.80331
4 O 10.15800 0.97058 23.40337
5 O 3.31158 -1.37095 22.68296
6 O 8.10017 1.29612 24.21162
7 C 3.62349 -2.27056 23.54377
8 C 9.35233 0.93034 24.32901
9 C 8.61812 1.18144 26.44597
10 C 4.08802 -3.12671 25.48247
11 C 7.47455 1.46166 25.45972
12 C 4.62787 -5.35341 24.51779
13 C 6.22112 0.42702 25.68260
14 C 3.61674 -4.21135 24.51455
15 H 9.03330 2.05669 26.94563
16 H 4.32363 -5.96688 23.66974
17 H 2.60357 -4.58028 24.67417
18 H 5.82162 0.69666 26.66025
19 H 3.57900 -3.20066 26.44348
20 H 8.28056 0.50306 27.22952
21 H 4.58590 -6.06255 25.34451
22 H 5.65891 -5.00800 24.44203
23 H 5.16688 -3.15842 25.63469
24 H 6.48220 -0.59687 25.95014
25 H 5.28734 0.50418 25.12564
26 H 7.14281 2.49987 25.44649

Calculated values
LUMO level (spin up / spin down) = -4.78 / -10.17 eV
charge = +1
HOMO level (spin up / spin down) = -0.473 / -0.473 hartree
E = -763.07041 a.u.
2S+1 = 2
Kohn-Sham gap (spin up / spin down) = 0.297 / 0.099 Eh

***

Entry 2:
Computed, not measured: 10 unconnected molecules or ions with the total composition C90H200N10, with the ωB97M-V functional and the def2-TZVPD basis.

Cartesian coordinates (Å):
1 N 1.75113 5.18263 -7.29022
2 N -1.55075 -0.55999 -1.26163
3 N 5.05378 4.37661 7.82636
4 N 3.95521 -0.16848 -6.74086
5 N 7.29381 2.30827 -2.81731
6 N -1.44166 3.88040 4.72223
7 N -3.89467 -2.98401 6.05528
8 N -4.44848 -1.49458 -6.83616
9 N 0.38890 -3.03286 11.78681
10 N -7.40986 -7.76235 -5.40665
11 C 4.92888 3.28520 6.79662
12 C -8.11999 -0.28506 -9.10636
13 C -2.33583 1.76936 -1.56248
14 C 4.88652 5.80027 7.34563
15 C 1.33382 -3.44476 10.67351
16 C 4.05114 4.17396 8.96685
17 C 1.44178 6.05025 -6.08508
18 C -4.57794 -2.70625 -5.91414
19 C -0.06976 3.54709 4.16809
20 C -0.06743 -0.45292 -0.77881
21 C -2.92638 -3.24754 -7.61865
22 C 1.56027 -4.93658 10.42685
23 C 4.11890 -1.18903 -5.57238
24 C -5.84943 -0.97045 -7.14341
25 C -4.17837 -0.80332 4.82095
26 C 2.65018 0.55466 -6.55372
27 C 0.80652 -3.46076 13.19802
28 C 5.82758 0.46338 1.05145
29 C -4.42239 -4.70851 -2.47841
30 C -1.39019 -1.40869 12.05834
31 C 7.57195 1.48895 -4.10754
32 C -4.15988 -0.08965 3.39574
33 C -4.17850 -2.36702 7.43245
34 C 1.38336 3.29524 0.51073
35 C -2.00073 -2.79047 12.10727
36 C 6.31247 6.20185 6.87388
37 C 9.63144 2.49981 -3.24866
38 C 4.15103 0.80067 5.04816
39 C -6.31530 -8.02102 -6.42338
40 C -3.28491 -2.06869 4.97476
41 C 9.00421 1.89005 -4.49806
42 C 2.63304 -5.12665 9.34660
43 C -3.56949 2.94080 5.64108
44 C -1.96003 7.10731 -4.54588
45 C -7.12291 -6.44522 -4.71749
46 C -3.82573 -2.11364 -8.08016
47 C 1.65260 5.87065 -8.66635
48 C 1.36754 -0.64203 1.40364
49 C 6.23279 1.65616 -1.94955
50 C 4.14355 -1.93812 -3.16905
51 C 0.15056 -1.52607 11.85394
52 C -0.03379 -0.43593 0.75946
53 C 3.66614 2.24749 4.78883
54 C -9.17342 -9.09642 -6.52059
55 C 4.41430 -1.62653 -1.68941
56 C 5.91680 2.39933 -0.62449
57 C -5.81871 0.29857 -8.03895
58 C 7.27904 5.25193 7.56232
59 C 6.94422 3.71771 -3.16090
60 C -8.43773 -10.01048 -5.49836
61 C 4.00717 -0.86870 -8.09535
62 C -3.97556 -3.50512 8.44270
63 C 5.13017 0.78409 -6.81758
64 C 4.32952 -0.72240 -4.12624
65 C -0.08005 3.46147 2.60359
66 C 6.46294 4.34460 8.46739
67 C 3.59289 3.13806 6.04347
68 C -5.82501 -6.34290 -3.94585
69 C -5.69883 -4.97938 -3.25781
70 C -2.49982 2.73316 4.55953
71 C 5.00673 1.49685 0.26155
72 C -0.43034 7.27175 -4.76476
73 C 3.24976 4.80195 -7.31577
74 C -7.22329 0.76072 -8.39943
75 C 2.15097 -4.67422 7.95994
76 C 1.18601 -0.57996 2.93430
77 C -2.37273 0.56181 -0.64674
78 C 2.61817 5.23100 -9.62737
79 C -2.15630 -1.89724 -0.82769
80 C -2.76968 3.48579 6.82950
81 C -4.98261 -0.94600 2.46348
82 C 4.39872 0.23649 -9.09408
83 C -7.76612 -9.00082 -4.56243
84 C -8.73191 -7.68236 -6.17968
85 C -1.63196 -0.23996 -2.78014
86 C 0.01772 6.59235 -6.08950
87 C 8.64422 2.25026 -2.10880
88 C -3.51881 -0.45630 -6.22928
89 C 0.99773 3.84507 -7.32934
90 C -2.86007 -4.32844 7.85980
91 C -2.96686 -4.17917 6.36179
92 C -5.23599 -3.47277 5.50598
93 C -0.94521 -3.61744 11.41144
94 C 1.32354 3.17329 2.04083
95 C -2.04971 1.20238 -2.93919
96 C -3.72190 -3.83773 -6.46939
97 C 3.65697 4.53989 -8.75465
98 C -1.46635 3.99680 6.25864
99 C -2.02288 5.16184 4.17215
100 C 5.29438 1.13803 -8.28763
101 H 2.09271 4.55802 -10.30925
102 H -4.11986 2.02302 5.82268
103 H -4.22752 -2.46186 -4.91113
104 H -1.95327 -3.88788 8.28908
105 H -2.20236 6.04334 -4.45794
106 H 5.36832 1.46325 -2.59339
107 H -1.29065 5.96562 4.22822
108 H 2.46142 -3.64055 7.77699
109 H -5.33358 1.14624 -7.54618
110 H -1.16085 5.01287 6.50817
111 H -0.76165 2.66060 2.30093
112 H -2.98732 -2.89865 11.65635
113 H 1.93954 6.92409 -8.61575
114 H 4.33417 -2.58274 -1.17626
115 H 4.91774 1.68498 -6.23667
116 H 0.43010 -1.35435 -1.13555
117 H 6.78318 0.87963 1.37111
118 H 4.23709 5.82032 6.47477
119 H -2.30170 4.96944 3.13970
120 H 1.68500 -1.66155 1.17743
121 H -1.74887 -0.71718 11.28974
122 H 3.46961 0.29690 5.73840
123 H -3.07444 -4.15204 -5.65055
124 H 9.45257 0.92991 -4.75370
125 H -1.96432 1.78027 4.59381
126 H -7.74926 1.21156 -7.55668
127 H -0.99936 -4.70120 11.47433
128 H -5.46052 -0.49913 1.59077
129 H 5.66703 3.60482 6.05311
130 H 3.01190 -1.26136 -8.28837
131 H 3.53601 -4.61497 9.67828
132 H 6.52342 7.20028 7.25111
133 H 4.59841 6.45331 8.16264
134 H 3.05945 5.93393 -10.33269
135 H -4.44009 -1.82693 2.10382
136 H 1.81457 -5.49655 11.32516
137 H -3.19694 -1.95941 -1.14228
138 H -5.21177 -0.99760 5.09426
139 H 2.77840 -6.20482 9.28908
140 H 8.74861 3.03585 -1.36429
141 H -0.42309 4.43528 2.25748
142 H 0.65858 -5.37687 9.99320
143 H -3.90954 0.00742 -5.32374
144 H -2.21518 -1.95270 0.25541
145 H 5.40566 -0.55452 -4.04268
146 H 2.59186 1.37244 -7.26889
147 H -10.24553 -9.15884 -6.36387
148 H 5.14994 0.92762 5.45957
149 H 5.30895 0.06099 1.92089
150 H -1.54331 2.46038 -1.25678
151 H -8.92285 0.18389 -9.67069
152 H 2.86284 2.78900 6.78215
153 H 2.68039 2.33742 4.32720
154 H -5.11049 -3.92866 4.52763
155 H 4.16861 0.13354 4.18717
156 H -5.81832 -1.36281 3.03041
157 H -3.50526 0.29500 -7.01459
158 H 3.62486 -0.92735 -1.39859
159 H 5.39263 -1.17505 -1.54629
160 H -7.25697 -5.67932 -5.48216
161 H 0.61935 -1.12646 12.74686
162 H 3.17200 4.05966 5.63217
163 H 0.30576 2.67372 4.69934
164 H 6.02399 0.35460 -6.36904
165 H -0.00630 7.26870 -6.94792
166 H -5.20374 -2.00711 7.37669
167 H 1.22761 3.45834 -6.33624
168 H 7.45911 0.47598 -3.72074
169 H 1.98267 3.84719 2.59580
170 H 2.59284 0.88141 -5.52067
171 H -0.06094 4.06572 -7.42420
172 H 10.54209 1.96821 -2.97344
173 H -1.99072 -3.92722 5.94153
174 H -8.42209 -8.73632 -3.73501
175 H -3.14514 0.13647 3.05154
176 H 9.87258 3.55474 -3.34987
177 H -5.60431 -7.14430 -3.23481
178 H 0.78142 4.10446 0.09767
179 H 6.87885 2.66208 -0.18981
180 H -6.14582 -7.07453 -6.92395
181 H 6.33300 0.93772 -8.56442
182 H 0.60537 5.88895 -8.96467
183 H -4.98516 -6.51965 -4.63126
184 H 0.08773 6.92318 -3.86625
185 H -2.18160 7.57670 -3.59109
186 H 6.09520 3.71925 -3.84357
187 H 2.14075 -0.53339 3.46083
188 H 1.43093 3.24746 -8.12452
189 H -3.78334 -0.07353 5.52943
190 H 0.32797 0.46318 -1.21440
191 H -3.39316 0.16547 -0.68952
192 H 4.66950 4.89359 -8.94241
193 H -1.57839 -0.76838 12.92250
194 H -4.65041 -2.41533 -8.72440
195 H 3.53604 0.80222 -9.45689
196 H 0.87017 -1.56716 3.28762
197 H 1.82923 -3.09993 13.25686
198 H 3.75374 0.15496 -3.82816
199 H 5.26732 2.32076 7.16526
200 H 1.71633 2.18937 2.31447
201 H 4.25455 1.13434 -0.44605
202 H 3.21004 -1.78194 -5.68885
203 H -1.96648 -2.79460 -7.36100
204 H -0.41104 0.46835 1.23905
205 H 6.12346 -0.42029 0.48062
206 H 8.77279 1.25786 -1.68158
207 H -8.59493 -6.94712 -6.97322
208 H -2.27642 -1.76754 5.25233
209 H 3.66349 3.46107 -8.92754
210 H -4.63502 0.87074 3.60475
211 H 6.84405 1.67803 -4.89099
212 H -0.69570 5.81844 -6.38876
213 H -2.88562 5.44537 4.76893
214 H -2.78542 -3.97023 -8.41935
215 H -5.76047 -4.18038 -4.00907
216 H 1.83818 -0.12533 -6.80835
217 H -5.62438 -2.98633 -5.82173
218 H 2.25482 -2.95145 11.00835
219 H 5.22730 2.22004 -8.38933
220 H -4.26697 3.67948 5.24850
221 H 4.83941 -2.72719 -3.46260
222 H -6.59556 -4.69462 -2.70060
223 H -2.31270 -0.96998 -3.20871
224 H 0.13003 -3.06858 13.95127
225 H -6.32610 -0.65663 -6.21502
226 H 2.19346 6.83671 -6.13165
227 H 6.68608 4.29280 -2.27586
228 H -6.35237 -1.79379 -7.64210
229 H -5.18572 0.06086 -8.89902
230 H 1.07764 -2.86661 9.78535
231 H -3.99567 -3.76241 -2.83319
232 H 1.07535 -4.81275 7.82618
233 H 0.47920 -1.10169 10.90913
234 H 2.11526 0.06560 1.04115
235 H 6.38251 6.18392 5.78899
236 H 1.07269 2.38906 -0.01685
237 H -2.85632 -5.36381 8.19646
238 H -4.82540 -4.18349 8.56044
239 H 4.78906 -1.62198 -8.02268
240 H -3.25678 4.32958 7.31210
241 H 4.26579 4.90353 9.74114
242 H 0.72161 -4.54550 13.17916
243 H -7.52932 -0.89371 -9.79389
244 H 2.60183 -5.24606 7.14711
245 H 0.51301 4.41697 4.47908
246 H -7.71846 -10.67120 -5.97702
247 H 1.62895 5.44945 -5.19137
248 H -1.08311 -3.35995 10.35414
249 H -9.15326 -10.63882 -4.97457
250 H 6.75708 3.29589 8.47605
251 H -7.95602 -6.31480 -4.02211
252 H 4.29070 2.75928 4.04984
253 H -1.53580 -2.66495 -1.28099
254 H -5.58873 -4.19386 6.24203
255 H 0.48583 0.17597 3.29095
256 H -0.59665 -0.34147 -3.10156
257 H -3.67275 -5.48754 -2.61619
258 H 7.77541 4.22179 -3.64759
259 H -0.62784 3.39807 6.62351
260 H -3.25566 -1.36810 -8.63419
261 H 3.08237 4.36286 8.51117
262 H -2.21369 -3.24624 13.07845
263 H -9.44570 -7.24340 -5.47902
264 H -2.48775 2.68817 7.51147
265 H 3.53756 3.96013 -6.68103
266 H 3.82447 5.63113 -6.90057
267 H -8.62522 -0.94717 -8.40010
268 H 6.43432 4.67042 9.50511
269 H -3.26174 -5.06255 5.79787
270 H -3.22188 2.39947 -1.50596
271 H -0.60220 -1.29494 1.12394
272 H 5.35570 3.29087 -0.90567
273 H -5.47641 -8.53630 -5.95624
274 H -6.00271 -2.70312 5.46223
275 H -2.49864 7.48616 -5.41020
276 H 6.52955 0.61876 -1.77720
277 H -4.64551 -4.55911 -1.42137
278 H -1.41318 1.80060 -3.58964
279 H 4.44916 2.07273 1.00362
280 H -3.54138 -1.50127 7.61284
281 H 2.44071 3.45136 0.28968
282 H -8.83502 -9.31658 -7.53004
283 H 4.86444 -0.16916 -9.98984
284 H -2.54846 -0.86110 -5.94745
285 H -0.16603 8.32880 -4.78669
286 H -4.30221 -4.67480 -6.85093
287 H -2.84188 2.77290 3.52474
288 H -2.96943 1.14334 -3.52990
289 H -6.62699 -8.78630 -7.13533
290 H -3.83008 -3.11758 9.44914
291 H 3.13787 -2.36435 -3.23706
292 H -3.29426 -2.72040 4.10275
293 H 7.87238 4.66530 6.86374
294 H 4.20377 3.16635 9.34617
295 H 8.98358 2.55589 -5.35651
296 H -6.79945 -9.30507 -4.15874
297 H -7.08816 1.59017 -9.09716
298 H -2.28589 0.76807 0.41785
299 H 4.97554 -1.78210 -5.88903
300 H 7.92556 5.84115 8.21038

Calculated values
LUMO level = -16.44 eV
charge = +10
HOMO level = -0.907 hartree
E = -4092.20168 a.u.
Kohn-Sham gap = 0.303 Eh

***

Entry 3:
Computed, not measured: a molecular structure, C39H44F2N7O3S2SbSe4Ti, with the ωB97M-V functional and the def2-TZVPD basis.

Cartesian coordinates (Å):
1 Sb 0.98853 5.36586 3.56933
2 Se -0.43821 6.01526 5.45283
3 Se -0.38290 3.61174 2.19206
4 Se 1.27528 7.05742 1.83157
5 Se 3.15537 4.46938 4.34578
6 Ti -1.06940 1.65445 1.41586
7 S -0.12691 -0.70998 -1.60644
8 S -3.29064 3.49107 0.70680
9 F -1.60243 1.60065 4.07815
10 F -2.37136 0.50483 1.86911
11 O -3.32339 3.07790 2.08955
12 O -2.96655 4.83369 0.34252
13 O -1.08794 -5.43367 -2.36908
14 N -0.62553 -3.22803 -2.25248
15 N -0.18243 2.29491 -0.66622
16 N -8.91418 2.68871 -1.07793
17 N -1.70653 3.41764 -2.10836
18 N 1.58810 -2.56420 -2.46529
19 N 0.41859 0.57346 2.38864
20 N -2.32003 2.38568 -0.02637
21 C 0.58436 -5.82544 -4.60375
22 C 3.33085 1.09110 1.23947
23 C 2.80211 -2.59345 0.78773
24 C 0.77234 2.40521 -1.56864
25 C -4.93385 3.19337 0.13358
26 C -0.31673 1.53247 4.53830
27 C 0.56028 3.06095 -2.76169
28 C -5.73455 2.24914 0.77106
29 C 1.18125 1.85054 6.35798
30 C 1.83236 0.57152 4.42105
31 C 0.79391 -1.81556 1.91595
32 C -5.44822 3.96598 -0.89700
33 C -7.05284 2.08812 0.37027
34 C 1.44905 -4.87063 -6.63080
35 C 0.17766 -4.57652 -4.18652
36 C 0.37413 -3.47566 -4.99281
37 C 0.33735 -2.20191 -2.13435
38 C 0.64728 0.87550 3.75431
39 C -1.60578 -2.41988 1.41219
40 C 2.09941 1.05906 5.69730
41 C 1.01297 -3.62023 -6.22163
42 C -1.39858 2.75351 -0.99103
43 C -6.76739 3.80491 -1.29043
44 C 3.25050 -1.29110 0.75305
45 C 2.52809 -0.21881 1.29694
46 C 1.24994 -0.46314 1.84729
47 C -7.58286 2.87168 -0.65650
48 C 1.22963 -5.97797 -5.82960
49 C -1.08587 -1.68790 3.76491
50 C 4.51453 1.05385 2.22227
51 C -0.54410 -4.47553 -2.84195
52 C 1.57892 -2.84202 1.38568
53 C 2.62410 -1.60571 -2.84487
54 C -0.70971 3.57935 -2.96447
55 C 4.17082 -3.36831 -3.84381
56 C 3.99932 -2.25221 -2.80699
57 C -0.06555 2.05340 5.77922
58 C 2.59184 2.40329 1.44349
59 C -0.53006 -2.33987 2.50208
60 H 1.75152 2.50782 0.77866
61 H 2.55960 -0.76945 -2.15531
62 H 4.73937 -1.46973 -2.99274
63 H -4.81110 4.70739 -1.36627
64 H -0.31745 -1.57464 4.53020
65 H 1.42042 2.31964 7.30395
66 H 4.97544 0.06235 2.28772
67 H -1.87520 -2.33571 4.16509
68 H 1.16199 -2.75521 -6.85374
69 H -1.42067 -3.10530 -1.64194
70 H 2.58015 -0.02541 3.91058
71 H 1.95335 -4.98175 -7.58255
72 H -7.68693 1.35873 0.86942
73 H -5.32051 1.67217 1.59053
74 H 0.39604 -6.67207 -3.95462
75 H -1.83064 -1.43797 1.00629
76 H -9.31882 3.48236 -1.54425
77 H 1.35388 3.17740 -3.48690
78 H 0.01225 -2.50194 -4.67994
79 H 1.55538 -6.95809 -6.15166
80 H 5.19419 -3.74925 -3.84396
81 H -2.53240 -2.83449 1.82236
82 H 4.21729 -1.06827 0.30595
83 H 3.39754 -3.40665 0.37913
84 H -0.83512 2.63609 6.26648
85 H -0.94429 4.13656 -3.86585
86 H -1.26556 -3.07001 0.59750
87 H -1.52661 -0.71668 3.56626
88 H 3.94262 -3.00791 -4.85339
89 H 4.17557 -2.63748 -1.80423
90 H 3.06571 0.85455 6.14702
91 H 3.51600 -4.22681 -3.64450
92 H 1.73738 1.99256 -1.30387
93 H 5.27568 1.77507 1.90593
94 H -7.17574 4.41915 -2.08766
95 H 3.26860 3.24390 1.28360
96 H -0.30088 -3.37016 2.77810
97 H 2.22734 2.49156 2.45890
98 H 1.21358 -3.86457 1.45681
99 H -9.52565 2.30566 -0.37758
100 H 4.18264 1.36604 3.21597
101 H 1.69989 -3.49052 -2.84251
102 H 2.42524 -1.22988 -3.85635
103 H 3.75453 1.10304 0.22601

Calculated values
LUMO level = 2.67 eV
charge = -2
HOMO level = -0.046 hartree
E = -13813.34234 a.u.
Kohn-Sham gap = 0.144 Eh